1.
Here is an isolated ion of composition C3H3N2O and charge +1 in a non-equilibrium geometry from OMol25. Energies are from wB97M-V/def2-TZVPD.

Summary:
SMILES	CC(C#N)=[N+]=O
highest occupied orbital energy	-17.3	eV
total charge	+1
max |F|	0.1121	Eh/bohr
ΔE to the lowest compared entry with this formula, charge and spin	6.177	eV
frontier orbital gap	8.00	eV

Last column: natural (NBO) charge in e.
Positions of all 9 atoms, in Å:
C (0.809, -0.058, -1.220)  0.198
C (0.026, -0.200, 0.089)  0.218
C (-1.075, 0.620, 0.444)  -0.688
N (0.764, -1.117, 0.533)  0.386
N (1.724, -0.240, -1.837)  -0.111
O (1.804, -1.609, 0.483)  0.087
H (-0.762, 1.565, -0.001)  0.304
H (-1.284, 0.535, 1.525)  0.292
H (-2.006, 0.505, -0.015)  0.313

2.
Here is an isolated ion of composition C3H3N2O and charge +1 in a non-equilibrium geometry from OMol25. Energies are from wB97M-V/def2-TZVPD.

Summary:
highest occupied orbital energy	-15.7	eV
total charge	+1
max |F|	0.1151	Eh/bohr
ΔE to the lowest compared entry with this formula, charge and spin	3.412	eV
frontier orbital gap	7.57	eV

Last column: natural (NBO) charge in e.
Positions of all 9 atoms, in Å:
C (-1.052, -0.811, 0.224)  -0.156
C (0.397, 0.773, -0.867)  0.195
C (-0.468, -0.889, 1.460)  0.879
N (-0.636, -0.051, -0.788)  -0.139
N (1.591, 0.519, -0.602)  -0.519
O (0.002, -1.213, 2.443)  -0.188
H (-1.991, -1.218, 0.308)  0.281
H (-0.133, 1.704, -1.529)  0.251
H (2.292, 1.186, -0.648)  0.396

3.
Here is C3H3N2O as an isolated structure in a non-equilibrium geometry from OMol25. Energies are from wB97M-V/def2-TZVPD.

Summary:
highest occupied orbital energy	-15.3	eV
total charge	+1
max |F|	0.0988	Eh/bohr
ΔE to the lowest compared entry with this formula, charge and spin	5.396	eV
frontier orbital gap	8.99	eV

Last column: natural (NBO) charge in e.
Positions of all 9 atoms, in Å:
C (-2.029, 1.898, 2.518)  0.528
C (-0.803, 0.817, 0.697)  0.805
C (0.095, 0.083, -0.039)  -0.789
N (-1.537, 1.479, 1.331)  -0.290
N (-2.655, 2.639, 3.258)  0.057
O (-1.707, 1.243, 3.574)  -0.323
H (1.090, 0.487, 0.253)  0.341
H (0.080, 0.029, -1.101)  0.348
H (-0.155, -0.881, 0.285)  0.324

4.
Here is an isolated ion of composition C3H3N2O and charge +1 in a non-equilibrium geometry from OMol25. Energies are from wB97M-V/def2-TZVPD.

Summary:
SMILES	[NH2+]=C=C[N+]#C[O-]
highest occupied orbital energy	-15.2	eV
total charge	+1
max |F|	0.0992	Eh/bohr
ΔE to the lowest compared entry with this formula, charge and spin	2.035	eV
frontier orbital gap	10.20	eV

Last column: natural (NBO) charge in e.
Positions of all 9 atoms, in Å:
C (0.969, -0.007, 0.176)  0.414
C (-2.613, 0.078, 0.070)  0.925
C (-0.221, -0.542, 0.018)  -0.017
N (-1.639, -0.642, 0.088)  -0.557
N (2.071, 0.517, 0.081)  -0.629
O (-3.634, 0.553, 0.004)  -0.364
H (0.025, -1.532, -0.369)  0.300
H (2.764, 0.513, 0.824)  0.460
H (2.279, 1.062, -0.891)  0.468

5.
Here is an isolated ion of composition C3H3N2O3 and charge -1 in a non-equilibrium geometry from OMol25. Energies are from wB97M-V/def2-TZVPD.

Summary:
SMILES	Cc1oc([O-])n[n+]1[O-]
highest occupied orbital energy	-3.9	eV
total charge	-1
max |F|	0.1151	Eh/bohr
ΔE to the lowest compared entry with this formula, charge and spin	4.278	eV
frontier orbital gap	7.75	eV

Last column: natural (NBO) charge in e.
Positions of all 11 atoms, in Å:
C (1.405, -0.098, 0.083)  0.433
C (3.518, 0.395, 0.008)  0.762
C (-0.062, 0.007, 0.256)  -0.672
N (3.394, -0.930, -0.125)  -0.455
N (2.108, -1.151, -0.085)  0.073
O (1.358, -2.611, -0.453)  -0.662
O (4.462, 1.125, 0.171)  -0.690
O (2.205, 1.017, 0.110)  -0.494
H (-0.415, -0.370, 1.270)  0.228
H (-0.501, -0.586, -0.708)  0.259
H (-0.249, 1.105, 0.307)  0.218

6.
Here is an isolated ion of composition C3H3N2OS and charge +1 in a non-equilibrium geometry from OMol25. Energies are from wB97M-V/def2-TZVPD.

Summary:
SMILES	O=[n+]1ncccs1
highest occupied orbital energy	-15.3	eV
total charge	+1
max |F|	0.0677	Eh/bohr
ΔE to the lowest compared entry with this formula, charge and spin	4.567	eV
frontier orbital gap	8.15	eV

Last column: natural (NBO) charge in e.
Positions of all 10 atoms, in Å:
C (0.100, -0.875, 0.763)  -0.302
C (-0.888, -1.125, -0.196)  -0.245
C (0.866, 0.264, 0.800)  0.155
N (0.785, 1.285, -0.060)  -0.199
N (0.070, 1.464, -1.026)  0.421
O (-0.063, 2.327, -1.798)  -0.165
S (-1.277, -0.101, -1.447)  0.513
H (0.263, -1.621, 1.529)  0.278
H (-1.465, -2.043, -0.136)  0.281
H (1.609, 0.425, 1.571)  0.264

7.
Here is one molecule with the formula C3H3N2P in a non-equilibrium geometry from OMol25. Energies are from wB97M-V/def2-TZVPD.

Summary:
SMILES	P=C=N[C@@H]1C=N1
highest occupied orbital energy	-8.6	eV
total charge	0
max |F|	0.0470	Eh/bohr
ΔE to the lowest compared entry with this formula, charge and spin	3.004	eV
frontier orbital gap	9.11	eV

Last column: natural (NBO) charge in e.
Positions of all 9 atoms, in Å:
C (-0.685, 0.719, -0.169)  0.016
C (0.075, 1.895, 0.088)  0.042
C (0.515, -1.330, 0.245)  0.097
N (-0.310, -0.482, 0.530)  -0.473
N (-1.087, 1.855, 0.624)  -0.280
P (1.485, -2.599, -0.183)  0.162
H (-1.160, 0.536, -1.125)  0.190
H (0.916, 2.575, 0.263)  0.230
H (0.251, -3.169, -0.272)  0.015

8.
Here is a 2-piece molecular cluster, C3H3N2PS overall in a non-equilibrium geometry from OMol25. Energies are from wB97M-V/def2-TZVPD.

Summary:
highest occupied orbital energy (spin up / spin down)	-9.0 / -7.6	eV
total charge	0
max |F|	0.0719	Eh/bohr
ΔE to the lowest compared entry with this formula, charge and spin	3.889	eV
frontier orbital gap (spin up / spin down)	7.72 / 6.05	eV

Last column: natural (NBO) charge in e.
Positions of all 10 atoms, in Å:
C (0.786, 0.740, -0.555)  -0.106
C (0.299, -0.570, -0.287)  -0.117
C (1.666, 0.106, 1.226)  0.435
N (1.714, 1.075, 0.388)  -0.494
N (0.981, -0.968, 0.824)  -0.588
P (-3.168, 1.232, 0.297)  0.324
S (-3.300, 0.108, -1.205)  -0.323
H (0.690, 1.402, -1.324)  0.209
H (-0.499, -1.305, -0.708)  0.233
H (0.831, -1.819, 1.344)  0.427